Entry from the Open Molecules 2025 dataset: a cluster of 3 separate species, C39H64ClIN2O12 in total (ωB97M-V/def2-TZVPD).

The geometry in XYZ format:
```
119
Properties=species:S:1:pos:R:3:forces:R:3
O -0.0280 -1.5918 1.0231 -0.03 0.17 0.24
N 0.9645 -1.1384 0.6258 0.06 -0.15 -0.48
O 0.7051 -0.2576 -0.4488 0.02 -0.11 0.18
C 1.8873 -0.0132 -1.2027 0.06 0.38 -0.10
C 1.7054 -0.4572 -2.6616 -0.14 -0.80 0.32
C 2.0163 -1.9366 -2.8089 0.21 0.14 -0.30
O 1.1977 -2.6702 -1.9338 0.13 0.06 0.04
C 1.2828 -4.0285 -1.9695 0.05 0.01 -0.04
C 0.5124 -4.6962 -1.0287 -0.21 -0.02 0.27
C 0.4945 -6.0743 -0.9901 -0.03 0.11 -0.09
C 1.2516 -6.8072 -1.8981 -0.21 -0.09 0.30
C 2.0332 -6.1357 -2.8124 0.09 -0.27 -0.21
C 2.0616 -4.7496 -2.8631 0.06 0.18 -0.01
O 0.3860 -0.3140 -3.1460 0.46 0.34 -0.18
C -0.1705 0.9581 -3.3233 -0.51 0.28 -0.03
O 0.8169 1.9765 -3.2294 0.12 -0.13 0.01
C -0.8664 1.0167 -4.6946 0.20 -0.45 0.36
C -0.1764 0.2701 -5.8293 -0.14 0.36 -0.60
C 1.0691 0.9011 -6.4906 -0.24 -0.28 -0.08
C 1.0186 2.4059 -6.6895 0.31 0.50 0.04
C 2.2974 3.0451 -7.2635 0.27 -0.04 -0.23
C 3.6298 2.6003 -6.6487 -0.52 -0.27 0.41
C 3.6627 2.7076 -5.1145 0.18 0.16 -0.10
C 4.9572 3.2887 -4.5310 -0.35 -0.56 0.27
C 5.1632 2.8353 -3.0655 0.42 0.15 -0.39
C 5.5300 3.9582 -2.0956 -0.34 -0.07 -0.22
C 4.4836 5.0819 -2.0024 0.18 -0.23 0.50
C 3.0469 4.5793 -1.8087 -0.17 0.46 -0.43
N 2.4033 5.0392 -0.5896 0.05 -0.26 0.23
C 2.4706 6.2732 -0.0089 -0.04 0.16 -0.05
C 1.6635 6.2743 1.0973 -0.13 0.03 0.27
C 1.0813 4.9897 1.2037 -0.06 -0.17 -0.10
C 1.5570 4.2545 0.1503 0.12 0.03 -0.22
C -1.2330 1.2118 -2.2329 -0.07 -0.34 -0.30
O -1.9445 0.0123 -2.0298 0.06 0.06 0.05
C -2.7150 0.0334 -0.8657 0.01 0.21 -0.08
Cl -3.2525 -1.6430 -0.6023 -0.02 -0.10 0.01
C -3.9215 0.9615 -0.9528 -0.37 -0.35 0.20
C -4.6983 0.8243 -2.2687 0.19 0.47 -0.32
C -5.0398 2.2006 -2.8334 -0.21 -0.16 0.41
I -5.6856 2.1001 -4.8611 0.01 0.04 -0.03
H 2.7230 -0.5520 -0.7541 0.02 -0.01 0.04
H 2.0990 1.0536 -1.1610 -0.02 0.09 0.01
H 2.4478 0.0506 -3.2841 -0.10 0.32 0.01
H 1.8661 -2.2329 -3.8517 -0.19 0.00 0.00
H 3.0809 -2.0886 -2.5888 -0.01 -0.08 0.14
H -0.0748 -4.1180 -0.3283 -0.04 0.07 -0.03
H -0.1344 -6.5590 -0.2567 0.03 -0.14 0.02
H 1.2175 -7.8868 -1.8760 0.08 -0.05 -0.05
H 2.6214 -6.7097 -3.5157 0.08 0.07 -0.05
H 2.6866 -4.2542 -3.5906 0.01 0.01 -0.04
H 0.4432 2.7041 -2.7192 0.11 0.04 -0.01
H -1.8570 0.5757 -4.5589 -0.02 -0.06 -0.03
H -1.0213 2.0718 -4.9170 -0.03 0.05 -0.11
H 0.0540 -0.7456 -5.5128 0.02 -0.01 0.09
H -0.9264 0.1640 -6.6185 -0.06 0.01 0.01
H 1.9699 0.5870 -5.9623 0.06 0.19 0.18
H 1.1376 0.4468 -7.4841 0.19 -0.10 0.02
H 0.2154 2.6649 -7.3851 -0.16 -0.10 0.09
H 0.7822 2.9211 -5.7584 0.00 -0.15 0.17
H 2.2296 4.1315 -7.1592 -0.16 0.03 -0.01
H 2.3441 2.8497 -8.3388 -0.01 -0.01 -0.03
H 4.4561 3.1656 -7.0796 -0.03 0.06 -0.13
H 3.7753 1.5489 -6.9045 0.26 0.02 -0.15
H 3.5225 1.7111 -4.6957 -0.08 -0.07 0.09
H 2.8202 3.3007 -4.7559 -0.11 0.01 0.05
H 4.9223 4.3765 -4.5864 0.17 0.06 -0.19
H 5.7902 2.9160 -5.1277 0.13 0.26 -0.07
H 4.2793 2.2902 -2.7333 -0.07 0.03 0.12
H 5.9776 2.1074 -3.0628 -0.04 -0.09 0.15
H 5.6844 3.5291 -1.1033 0.04 0.03 0.05
H 6.4764 4.3948 -2.4193 0.08 0.03 0.11
H 4.7416 5.6855 -1.1317 0.05 0.12 -0.06
H 4.5467 5.7425 -2.8647 -0.05 -0.03 -0.09
H 2.9974 3.4955 -1.7989 0.04 -0.12 0.09
H 2.4443 4.9003 -2.6644 -0.05 -0.04 0.00
H 3.0669 7.0748 -0.4085 0.06 -0.07 -0.12
H 1.5106 7.0921 1.7808 0.05 0.09 -0.06
H 0.4008 4.6308 1.9564 0.00 0.04 0.07
H 1.3900 3.2337 -0.1520 -0.06 -0.08 0.10
H -0.7632 1.5412 -1.3016 0.04 0.07 0.07
H -1.9190 1.9732 -2.6259 0.10 0.27 0.21
H -2.0908 0.3077 -0.0116 0.05 -0.13 0.06
H -3.5989 1.9898 -0.7718 0.14 0.03 -0.16
H -4.5763 0.7084 -0.1189 0.05 0.10 0.11
H -4.0945 0.3047 -3.0115 0.05 -0.18 0.11
H -5.6158 0.2593 -2.1253 0.01 -0.12 -0.04
H -4.1884 2.8737 -2.7887 0.05 0.02 -0.20
H -5.8579 2.6518 -2.2780 -0.02 0.11 -0.06
C -2.0112 -2.9317 3.1153 0.02 -0.25 0.14
C -2.8546 -2.4912 4.2900 -0.01 0.25 -0.22
O -3.0818 -3.5586 5.2276 -0.04 -0.01 0.01
C -2.0638 -3.8300 6.0400 -0.08 0.02 0.02
O -1.0077 -3.2543 6.0776 0.05 0.00 0.01
O -2.4230 -4.8474 6.8254 -0.01 -0.02 0.01
C -1.4015 -5.2925 7.7224 0.00 -0.07 0.12
H -2.4569 -3.8065 2.6386 -0.05 0.06 -0.05
H -1.9426 -2.1319 2.3826 -0.06 0.01 -0.02
H -1.0037 -3.1977 3.4319 0.01 0.08 0.02
H -3.8481 -2.1976 3.9559 -0.06 -0.10 0.07
H -2.4095 -1.6406 4.8061 0.08 -0.08 0.07
H -1.0111 -4.4636 8.3083 0.03 0.03 -0.04
H -0.5936 -5.7675 7.1682 0.04 0.06 -0.01
H -1.8738 -6.0170 8.3788 -0.06 0.00 -0.04
C -4.5273 -2.1003 9.0750 0.24 0.06 0.08
C -5.2578 -3.0949 9.9484 -0.23 0.07 -0.26
O -4.3828 -3.7052 10.9122 0.01 -0.04 0.00
C -4.0912 -2.9564 11.9727 -0.01 -0.05 -0.01
O -4.5107 -1.8525 12.2038 0.00 0.05 0.01
O -3.2539 -3.6465 12.7488 0.03 -0.01 0.00
C -2.8050 -2.9387 13.9072 0.06 -0.03 0.12
H -3.6627 -2.5735 8.6067 -0.06 -0.04 -0.08
H -5.1878 -1.7268 8.2926 -0.02 -0.04 -0.01
H -4.1706 -1.2518 9.6573 -0.07 0.01 0.03
H -5.6348 -3.9217 9.3498 0.09 -0.09 0.06
H -6.1043 -2.6363 10.4585 0.08 0.04 0.10
H -3.6471 -2.5565 14.4794 -0.02 0.04 -0.04
H -2.1508 -2.1177 13.6184 -0.05 0.05 0.00
H -2.2502 -3.6582 14.5019 0.00 -0.04 -0.05
```
Positions in Å, forces in eV/Å.

Its HOMO energy is -8.50 eV. The total energy is -89651.440 eV. The calculation puts the gap between HOMO and LUMO at 0.3219 Ha. Its SMILES is O=NOC[C@@H](COc1ccccc1)O[C@@](O)(CCCCCCCCCCCCn1cccc1)CO[C@H](Cl)CCCI.CCOC(=O)OC.CCOC(=O)OC. Its spin multiplicity is 1. As for the LUMO energy: 0.010 hartree. As for the net charge: 0.

Results of the Löwdin charge analysis, in e, for atoms 1 through 5: O 0.058; N 0.013; O -0.095; C -0.115; C -0.255